(1)
Entry from the Open Molecules 2025 dataset: the molecule C7H9PS in a non-equilibrium geometry (ωB97M-V/def2-TZVPD).

```
18
Properties=species:S:1:pos:R:3
C -0.610 0.681 -2.844
C -1.002 1.811 -2.087
C -0.307 -0.573 -2.151
C -1.068 1.670 -0.669
C -0.337 -0.629 -0.761
C -0.704 0.490 0.024
C 1.780 -1.206 2.576
P -0.060 -1.376 2.439
S -0.565 0.706 1.774
H -0.426 0.831 -3.864
H -1.459 2.675 -2.565
H 0.258 -1.321 -2.808
H -1.624 2.412 -0.073
H -0.152 -1.642 -0.431
H 2.364 -1.108 1.605
H 2.130 -2.195 2.957
H 2.176 -0.334 3.204
H -0.393 -0.892 3.674
```

## Properties
SMILES = CPSc1ccccc1
Relative energy (zero: lowest compared OMol25 entry of this formula, charge and spin) = 0.000 eV
Charge = 0

Just the Mulliken charges please, in e? Sure, here they are: number 1, C, carries -0.316; number 2, C, carries -0.634; number 3, C, carries -0.691; number 4, C, carries -0.400; number 5, C, carries -0.057; number 6, C, carries 0.649; number 7, C, carries -0.823; number 8, P, carries -0.004; number 9, S, carries -0.238; number 10, H, carries 0.411; number 11, H, carries 0.336; number 12, H, carries 0.239; number 13, H, carries 0.267; number 14, H, carries 0.305; number 15, H, carries 0.278; number 16, H, carries 0.325; number 17, H, carries 0.304; number 18, H, carries 0.049

(2)
Entry from the Open Molecules 2025 dataset: a structure of composition C31H47BrO2P2Ru in a non-equilibrium geometry (ωB97M-V/def2-TZVPD).

```
84
Properties=species:S:1:pos:R:3
Ru -0.048 2.365 -1.781
C 0.763 1.352 0.906
C 1.712 2.157 0.221
C -0.319 3.302 0.256
C -0.465 2.073 0.976
C 1.064 3.379 -0.234
C 1.020 0.001 1.467
H 1.795 -0.540 0.919
H 0.100 -0.586 1.461
H 1.319 0.068 2.518
C -1.671 1.688 1.743
H -1.799 0.600 1.852
H -2.568 2.111 1.282
H -1.616 2.083 2.768
C -1.199 4.492 0.348
H -0.659 5.318 0.848
H -2.116 4.266 0.903
H -1.462 4.828 -0.666
C 1.690 4.688 -0.540
H 2.741 4.564 -0.803
H 1.622 5.350 0.335
H 1.161 5.184 -1.360
C 3.150 1.854 0.079
H 3.693 2.001 1.027
H 3.620 2.510 -0.663
H 3.309 0.806 -0.218
C -0.803 -3.591 0.930
C 0.504 -3.814 1.119
C 1.419 -4.589 0.217
C 2.369 -3.740 -0.693
C 1.582 -2.803 -1.553
C 0.251 -2.616 -1.415
C -0.823 -3.622 -1.653
C -1.577 -3.884 -0.323
H 0.825 -5.232 -0.442
H 2.968 -4.409 -1.337
H 2.062 -5.241 0.825
H -1.949 -4.912 -0.337
H -1.411 -3.217 1.753
H 0.971 -3.480 2.045
H -2.470 -3.254 -0.296
H -1.529 -3.236 -2.409
H -0.094 -1.715 -0.868
H -0.378 -4.544 -2.059
H 3.083 -3.176 -0.063
H 2.141 -2.194 -2.275
P -0.016 0.207 -2.331
P 0.537 2.929 -3.691
C 1.613 0.350 -3.483
C 1.241 1.403 -4.521
H 1.834 -0.634 -3.895
H 2.411 0.659 -2.782
H 2.111 1.701 -5.124
H 0.445 1.054 -5.200
C -0.777 3.546 -4.786
H -1.606 3.906 -4.164
H -1.136 2.738 -5.434
H -0.408 4.373 -5.404
C 1.910 4.112 -3.920
H 1.538 4.997 -4.450
H 2.712 3.643 -4.507
H 2.318 4.417 -2.952
C -1.765 0.686 -1.528
H -1.755 0.700 -0.432
H -2.449 -0.100 -1.833
H -2.095 1.659 -1.928
C -0.880 -0.799 -3.643
H -0.827 -0.290 -4.605
H -1.939 -0.964 -3.405
H -0.420 -1.795 -3.733
Br -0.653 0.566 5.911
C -1.422 -1.137 6.217
C -1.945 -1.493 7.469
C -2.520 -2.753 7.645
C -2.552 -3.668 6.589
C -2.014 -3.317 5.345
C -1.462 -2.049 5.155
C -0.865 -1.676 3.808
O 0.378 -1.810 3.747
O -1.703 -1.337 2.927
H -1.894 -0.778 8.286
H -2.936 -3.023 8.615
H -2.986 -4.656 6.715
H -2.000 -4.010 4.508
```

## Properties
Multiplicity = 5
Relative energy (zero: lowest compared OMol25 entry of this formula, charge and spin) = 3.080 eV
Charge = +2

Just the Mulliken charges please, in e? Sure, here they are: number 1, Ru, carries -0.474; number 2, C, carries 1.175; number 3, C, carries 0.757; number 4, C, carries 0.493; number 5, C, carries 0.151; number 6, C, carries 0.632; number 7, C, carries -0.652; number 8, H, carries 0.208; number 9, H, carries -0.330; number 10, H, carries 0.614; number 11, C, carries -1.166; number 12, H, carries 0.119; number 13, H, carries 0.531; number 14, H, carries 0.247; number 15, C, carries -1.529; number 16, H, carries 0.249; number 17, H, carries 0.444; number 18, H, carries 0.276; number 19, C, carries -1.852; number 20, H, carries 0.381; number 21, H, carries 0.350; number 22, H, carries 0.432; number 23, C, carries -1.891; number 24, H, carries 0.376; number 25, H, carries 0.459; number 26, H, carries 0.293; number 27, C, carries -0.310; number 28, C, carries 0.110; number 29, C, carries -1.067; number 30, C, carries -0.681; number 31, C, carries -0.760; number 32, C, carries 0.873; number 33, C, carries -0.728; number 34, C, carries -1.147; number 35, H, carries 0.293; number 36, H, carries 0.461; number 37, H, carries 0.489; number 38, H, carries 0.435; number 39, H, carries 0.276; number 40, H, carries 0.514; number 41, H, carries 0.376; number 42, H, carries 0.382; number 43, H, carries -0.087; number 44, H, carries 0.521; number 45, H, carries 0.323; number 46, H, carries 0.380; number 47, P, carries 1.539; number 48, P, carries 1.341; number 49, C, carries -0.962; number 50, C, carries -1.622; number 51, H, carries 0.583; number 52, H, carries 0.322; number 53, H, carries 0.697; number 54, H, carries 0.307; number 55, C, carries -1.523; number 56, H, carries 0.389; number 57, H, carries 0.437; number 58, H, carries 0.427; number 59, C, carries -1.438; number 60, H, carries 0.439; number 61, H, carries 0.436; number 62, H, carries 0.222; number 63, C, carries -1.737; number 64, H, carries 0.033; number 65, H, carries 0.681; number 66, H, carries 0.553; number 67, C, carries -1.320; number 68, H, carries 0.427; number 69, H, carries 0.456; number 70, H, carries 0.408; number 71, Br, carries -0.101; number 72, C, carries 0.331; number 73, C, carries -0.438; number 74, C, carries -0.484; number 75, C, carries -0.650; number 76, C, carries -0.312; number 77, C, carries 0.448; number 78, C, carries 0.555; number 79, O, carries -0.413; number 80, O, carries -0.688; number 81, H, carries 0.421; number 82, H, carries 0.404; number 83, H, carries 0.412; number 84, H, carries 0.473

(3)
Entry from the Open Molecules 2025 dataset: a structure of composition C19H27N2O4Rh (ωB97M-V/def2-TZVPD).

```
53
Properties=species:S:1:pos:R:3
Rh -0.091 0.279 0.299
C 2.181 0.139 -1.743
O 1.869 -0.079 -0.353
C 2.469 -1.273 0.203
C 1.767 -2.498 -0.348
O 0.379 -2.218 -0.217
C -0.488 -2.958 -1.071
C -1.817 -2.237 -1.038
O -1.663 -0.834 -1.303
C -1.640 -0.520 -2.704
H 3.264 0.141 -1.858
H 1.792 1.118 -2.010
H 1.733 -0.631 -2.371
H 2.340 -1.188 1.281
H 3.534 -1.273 -0.029
H 2.052 -3.388 0.219
H 2.015 -2.671 -1.399
H -0.599 -3.987 -0.721
H -0.071 -2.983 -2.083
H -2.270 -2.312 -0.049
H -2.505 -2.676 -1.763
H -2.555 -0.873 -3.180
H -0.777 -0.966 -3.203
H -1.590 0.564 -2.791
C -0.789 -2.517 5.027
C -0.432 -1.247 5.471
C -0.058 -0.266 4.573
C -0.034 -0.580 3.211
C -0.390 -1.843 2.754
C -0.770 -2.812 3.673
N 0.330 0.427 2.258
N 0.723 1.524 2.701
C 0.858 2.495 1.737
C 1.341 3.767 2.035
C 1.416 4.693 1.008
C 1.003 4.350 -0.274
C 0.509 3.074 -0.568
C 0.447 2.149 0.446
H -1.081 -3.275 5.741
H -0.450 -1.017 6.527
H 0.210 0.721 4.915
H -0.339 -2.083 1.702
H -1.042 -3.800 3.328
H 1.642 4.007 3.046
H 1.790 5.688 1.204
H 1.063 5.085 -1.067
H 0.182 2.846 -1.578
C -2.863 1.716 0.342
O -1.951 0.782 0.983
H -3.158 2.471 1.066
H -3.724 1.175 -0.042
H -2.318 2.183 -0.472
H -2.403 0.237 1.640
```

## Properties
Relative energy (zero: lowest compared OMol25 entry of this formula, charge and spin) = 0.000 eV
Charge = +2

Just the Mulliken charges please, in e? Sure, here they are: number 1, Rh, carries 0.103; number 2, C, carries -0.662; number 3, O, carries -0.136; number 4, C, carries -0.697; number 5, C, carries -0.674; number 6, O, carries 0.275; number 7, C, carries -0.658; number 8, C, carries -0.830; number 9, O, carries -0.038; number 10, C, carries -0.844; number 11, H, carries 0.297; number 12, H, carries 0.245; number 13, H, carries 0.238; number 14, H, carries 0.221; number 15, H, carries 0.501; number 16, H, carries 0.362; number 17, H, carries 0.473; number 18, H, carries 0.304; number 19, H, carries 0.477; number 20, H, carries 0.309; number 21, H, carries 0.504; number 22, H, carries 0.317; number 23, H, carries 0.309; number 24, H, carries 0.265; number 25, C, carries -0.560; number 26, C, carries -0.632; number 27, C, carries -0.633; number 28, C, carries -0.002; number 29, C, carries 0.327; number 30, C, carries -1.030; number 31, N, carries 1.192; number 32, N, carries -1.083; number 33, C, carries 0.312; number 34, C, carries -0.474; number 35, C, carries -0.746; number 36, C, carries -0.764; number 37, C, carries -0.207; number 38, C, carries 1.109; number 39, H, carries 0.439; number 40, H, carries 0.424; number 41, H, carries 0.501; number 42, H, carries 0.638; number 43, H, carries 0.471; number 44, H, carries 0.550; number 45, H, carries 0.439; number 46, H, carries 0.480; number 47, H, carries 0.502; number 48, C, carries -0.646; number 49, O, carries -0.365; number 50, H, carries 0.308; number 51, H, carries 0.296; number 52, H, carries 0.222; number 53, H, carries 0.270